(1)
The following is a DFT calculation (ωB97M-V/def2-TZVPD) of C22H44O38S10 as an isolated structure in a non-equilibrium geometry.

The geometry in XYZ format:
```
114
Properties=species:S:1:pos:R:3:mulliken_charge:R:1
C 0.784 -2.850 3.066 0.7365
C 1.333 -3.333 4.419 -0.1937
O 0.252 -4.144 4.820 -0.4485
S -1.158 -3.822 4.236 1.1088
O -2.082 -3.365 5.161 -0.5817
O -1.599 -4.869 3.408 -0.6543
O -0.589 -2.647 3.392 0.1057
H 0.743 -3.573 2.253 -0.1728
H 1.284 -1.843 2.785 -0.3524
H 1.566 -2.566 5.155 0.2988
H 2.148 -4.074 4.435 0.2599
C -3.675 -3.202 -3.781 -0.3465
C -2.278 -2.788 -3.498 0.8603
O -1.380 -3.964 -3.858 -0.2324
S -2.278 -5.193 -4.181 1.2092
O -1.945 -6.341 -3.418 -0.5660
O -2.450 -5.281 -5.579 -0.6027
O -3.620 -4.668 -3.558 -0.3922
H -3.936 -3.161 -4.854 0.3499
H -4.389 -2.806 -3.062 0.2785
H -2.102 -2.639 -2.383 -0.5399
H -1.977 -1.957 -4.148 -0.0098
C 5.787 -2.352 0.381 -0.2832
C 4.520 -1.963 -0.256 0.2614
O 4.192 -0.713 0.432 -0.0893
S 4.538 -0.718 1.940 1.1282
O 3.457 -1.106 2.856 -0.5220
O 5.146 0.528 2.306 -0.6523
O 5.614 -1.901 1.801 -0.3911
H 6.575 -1.778 -0.107 0.2854
H 6.017 -3.455 0.495 0.2745
H 3.691 -2.649 -0.291 -0.2593
H 4.759 -1.561 -1.278 0.2903
C -0.401 2.007 -5.838 -0.0106
C -1.271 1.141 -6.662 -0.4942
O -2.399 0.595 -5.880 -0.3099
S -2.804 1.830 -4.969 1.0868
O -3.237 1.284 -3.747 -0.4136
O -3.612 2.721 -5.716 -0.6076
O -1.325 2.466 -4.780 -0.2537
H 0.106 2.760 -6.435 0.3463
H 0.469 1.501 -5.307 0.0829
H -0.752 0.263 -7.030 0.3647
H -1.692 1.736 -7.521 0.2705
C -2.766 6.603 0.534 -0.2854
C -2.316 6.659 1.971 -0.2570
O -2.787 5.440 2.533 -0.3213
S -2.720 4.263 1.479 1.0866
O -4.001 3.699 1.583 -0.6433
O -1.486 3.544 1.605 -0.3249
O -2.646 5.196 0.182 -0.3165
H -2.045 7.086 -0.151 0.2699
H -3.751 7.036 0.362 0.2751
H -2.804 7.442 2.585 0.3386
H -1.206 6.679 2.024 0.1756
C -4.278 -0.102 2.280 -0.3732
C -3.402 -1.247 2.650 0.0505
O -3.700 -2.240 1.642 -0.3049
S -3.824 -1.526 0.241 0.8648
O -4.837 -2.115 -0.548 -0.6880
O -2.513 -1.412 -0.383 -0.2087
O -4.214 -0.078 0.844 -0.2844
H -4.010 0.955 2.661 0.1365
H -5.266 -0.305 2.488 0.4386
H -3.604 -1.729 3.597 0.4616
H -2.333 -1.006 2.511 -0.1184
C 3.928 4.186 -0.462 -0.5475
C 4.995 3.131 -0.774 0.0862
O 4.698 2.492 -1.995 -0.2911
S 3.386 3.264 -2.639 0.9342
O 2.381 2.378 -3.163 -0.3390
O 4.020 4.260 -3.389 -0.5837
O 2.813 3.898 -1.284 -0.2556
H 4.374 5.117 -0.819 0.3785
H 3.723 4.259 0.557 0.4219
H 4.951 2.352 -0.070 -0.1015
H 5.985 3.563 -0.867 0.3281
C -0.511 -5.991 0.357 -0.5599
C -1.131 -4.641 0.383 -0.2756
O 0.016 -3.774 0.342 -0.2418
S 1.274 -4.459 -0.361 1.3408
O 2.299 -4.518 0.682 -0.6646
O 1.688 -3.962 -1.665 -0.6648
O 0.635 -5.871 -0.527 -0.3616
H -1.194 -6.684 -0.169 0.3882
H -0.070 -6.302 1.271 0.3395
H -1.702 -4.653 1.233 0.3831
H -1.725 -4.473 -0.501 0.2413
C 1.432 2.947 3.639 0.3881
C 0.226 2.462 4.488 0.2558
O -0.587 3.631 4.781 -0.3354
S 0.447 4.840 5.129 1.0206
O 0.826 4.760 6.491 -0.5814
O -0.143 6.035 4.662 -0.5094
O 1.554 4.356 4.056 -0.3582
H 1.307 2.970 2.531 -0.3069
H 2.431 2.550 3.842 0.2244
H 0.599 1.981 5.411 0.3602
H -0.473 1.822 3.919 -0.1146
C 0.978 -0.769 -1.538 -1.0585
C 0.053 0.386 -2.145 0.4907
C 0.032 1.541 -1.094 -0.9710
S 0.713 0.926 0.433 0.2405
O -0.199 0.983 1.541 -0.0457
O 2.034 1.470 0.593 -0.2796
C 0.852 -0.878 0.007 0.8583
H 2.026 -0.574 -1.821 0.1089
H 0.766 -1.758 -1.841 0.6947
H -0.913 -0.023 -2.372 0.1027
H 0.439 0.733 -3.098 -0.5120
H -1.001 1.846 -0.918 0.4875
H 0.606 2.455 -1.375 0.3114
H -0.115 -1.392 0.219 -0.6759
H 1.755 -1.267 0.428 0.0595
```

Values from the calculation:
Highest occupied orbital energy   -0.378 Eh
Total energy   -7705.39343 hartree
Largest force on an atom   0.063 hartree/bohr
ΔE to the lowest compared entry with this formula, charge and spin   12.3 kcal per mole



(2)
The following is a DFT calculation (ωB97M-V/def2-TZVPD) of C22H44O44S11 as an isolated structure in a non-equilibrium geometry.

The geometry in XYZ format:
```
121
Properties=species:S:1:pos:R:3:mulliken_charge:R:1
C -2.520 2.980 4.464 -0.4838
C -1.480 3.284 3.355 -0.0443
O -0.568 2.174 3.415 0.0022
S -1.354 0.899 3.967 0.8670
O -0.424 -0.032 4.482 -0.4730
O -2.364 0.453 3.070 -0.4344
O -2.057 1.781 5.093 -0.4078
H -3.528 2.861 4.066 0.2643
H -2.619 3.724 5.251 0.3077
H -0.989 4.250 3.387 0.4752
H -1.932 3.191 2.369 -0.1653
C -3.632 5.470 -0.997 -0.5103
C -3.852 3.985 -0.592 -0.3396
O -2.569 3.398 -0.469 -0.0071
S -1.428 4.528 -0.403 0.7172
O -0.300 4.065 -1.119 -0.1495
O -1.313 5.057 0.916 -0.5582
O -2.231 5.552 -1.306 -0.2754
H -3.768 6.108 -0.119 0.2909
H -4.250 5.849 -1.801 0.3382
H -4.346 3.524 -1.449 0.2618
H -4.507 3.878 0.268 0.3424
C 3.413 -3.116 -1.871 -0.3648
C 3.443 -1.731 -1.237 0.7123
O 4.173 -1.885 -0.025 -0.0776
S 4.624 -3.415 0.226 1.0197
O 3.590 -4.020 0.996 -0.4743
O 5.958 -3.505 0.690 -0.6036
O 4.545 -3.779 -1.333 -0.4249
H 3.428 -3.110 -2.957 0.3443
H 2.487 -3.626 -1.587 0.3066
H 2.442 -1.387 -0.975 -0.7281
H 3.870 -0.944 -1.859 0.2299
C -1.626 -2.194 -6.728 -0.4322
C -0.201 -1.635 -6.633 -0.4056
O -0.241 -0.851 -5.447 -0.2012
S -1.109 -1.536 -4.311 0.9141
O -1.682 -0.507 -3.520 -0.1436
O -0.374 -2.557 -3.647 -0.6230
O -2.128 -2.168 -5.375 -0.3472
H -1.725 -3.225 -7.061 0.3069
H -2.286 -1.611 -7.371 0.2748
H -0.006 -0.930 -7.432 0.3518
H 0.460 -2.493 -6.514 0.3000
C 5.027 -2.959 4.784 -0.3293
C 3.514 -2.844 4.591 0.1869
O 2.996 -3.689 5.589 -0.1868
S 3.985 -3.797 6.873 1.0825
O 4.363 -5.155 7.047 -0.5543
O 3.402 -3.128 7.982 -0.5554
O 5.123 -2.885 6.232 -0.3342
H 5.688 -2.134 4.539 0.3075
H 5.282 -3.894 4.281 0.3370
H 3.243 -3.128 3.573 -0.1209
H 3.174 -1.804 4.637 0.1040
C -0.739 -1.110 -0.494 0.6160
C -0.147 0.201 -0.068 1.3217
O 0.165 -0.028 1.316 0.0941
S 0.480 -1.592 1.615 0.6780
O -0.494 -2.091 2.521 -0.4899
O 1.853 -1.759 1.927 -0.2050
O 0.145 -2.098 0.132 -0.4425
H -0.673 -1.354 -1.547 -0.8145
H -1.672 -1.398 -0.009 0.2105
H -0.811 1.053 -0.197 -0.2560
H 0.808 0.376 -0.557 -0.4777
C -1.975 2.442 -3.787 0.6160
C -1.223 1.955 -5.046 0.3248
O -0.920 3.144 -5.790 -0.4430
S -1.916 4.336 -5.359 1.0924
O -3.179 4.196 -5.997 -0.5875
O -1.254 5.587 -5.401 -0.5609
O -1.889 3.867 -3.819 -0.2220
H -1.437 2.144 -2.893 -0.6271
H -3.007 2.092 -3.793 0.3159
H -1.803 1.304 -5.697 0.0985
H -0.288 1.478 -4.778 -0.0740
C -1.261 -3.630 5.693 -0.0088
C -0.231 -4.772 5.477 0.2728
O -0.562 -5.731 6.469 -0.3169
S -2.137 -5.743 6.707 1.0580
O -2.481 -6.030 8.048 -0.5362
O -2.727 -6.478 5.638 -0.5530
O -2.330 -4.182 6.451 -0.3482
H -1.612 -3.175 4.767 0.0456
H -0.833 -2.803 6.262 0.2654
H 0.747 -4.301 5.536 -0.1214
H -0.288 -5.201 4.476 0.3017
C -5.523 -2.348 -1.222 -0.3643
C -4.582 -1.813 -2.321 -0.0734
O -4.603 -0.383 -2.219 -0.2173
S -4.974 0.002 -0.695 0.9137
O -5.709 1.212 -0.659 -0.5974
O -3.850 -0.159 0.158 -0.2059
O -5.994 -1.218 -0.524 -0.3609
H -4.947 -3.001 -0.562 0.2512
H -6.360 -2.928 -1.601 0.2958
H -4.848 -2.155 -3.317 0.4426
H -3.558 -2.132 -2.117 -0.0716
C 2.027 2.891 2.317 0.1199
C 2.510 1.722 3.188 0.4025
O 3.792 1.341 2.635 -0.4661
S 3.886 1.839 1.109 1.0085
O 3.079 1.020 0.266 -0.2775
O 5.233 2.104 0.778 -0.6751
O 3.135 3.199 1.462 -0.4700
H 1.747 3.802 2.840 0.2537
H 1.183 2.584 1.703 -0.1633
H 1.931 0.813 3.010 -0.4141
H 2.589 1.832 4.265 0.4294
C 2.732 3.146 -5.382 -0.3902
C 3.956 2.396 -4.868 -0.4125
O 3.430 1.665 -3.777 -0.2674
S 2.306 2.530 -2.995 0.8742
O 2.824 3.328 -1.952 -0.6771
O 1.230 1.622 -2.781 0.1094
O 2.040 3.541 -4.218 -0.3214
H 2.103 2.633 -6.116 0.1805
H 3.032 4.044 -5.929 0.3702
H 4.748 3.108 -4.634 0.2971
H 4.306 1.731 -5.655 0.3608
```

Values from the calculation:
Highest occupied orbital energy   -0.380 Eh
Total energy   -8555.04413 hartree
Largest force on an atom   0.047 hartree/bohr
ΔE to the lowest compared entry with this formula, charge and spin   18.7 kcal per mole